Entry 1:
Computed, not measured: a molecular structure, C6H10 at a distorted geometry, with ωB97M-V/def2-TZVPD.

```
16
Properties=species:S:1:pos:R:3:forces:R:3:nbo_charge:R:1
C 0.95925 -1.19525 -0.75245 0.03 -0.01 1.33 -0.491
C 0.87734 0.06699 -1.47580 -0.10 0.05 -1.86 -0.484
C -0.05126 0.40725 -0.41324 0.44 -0.67 0.01 0.154
C 0.06454 1.29095 0.82641 0.47 -0.45 -0.03 -0.441
C -0.60523 0.05128 1.47565 -0.27 -0.21 0.65 -0.387
C -1.36047 -0.12957 0.12274 0.05 -0.39 0.01 -0.435
H 1.96817 -1.63314 -0.77237 -0.25 0.47 1.25 0.207
H 0.21449 -1.96632 -0.94972 -0.08 0.46 -0.12 0.180
H 0.59686 -0.21072 -2.48351 -0.16 1.64 -0.80 0.199
H 1.79415 0.63581 -1.27267 -0.20 -0.06 -0.92 0.219
H -0.65620 2.13946 0.85385 0.34 -0.58 -0.51 0.216
H 1.03941 1.68191 1.12556 0.00 -0.37 0.14 0.212
H -1.12937 0.11068 2.42315 -0.32 0.27 0.10 0.195
H 0.17350 -0.71166 1.46382 -0.36 -0.06 0.63 0.231
H -2.21373 0.56866 0.07137 0.45 -0.05 -0.16 0.211
H -1.67145 -1.10634 -0.24279 -0.03 -0.05 0.29 0.214
```
Positions in Å, forces in eV/Å.

HOMO	-7.6	eV
ΔE to the lowest compared entry with this formula, charge and spin	100.14	kcal/mol
multiplicity	1
charge	0

---

Entry 2:
Computed, not measured: a molecular structure, C6H10, with ωB97M-V/def2-TZVPD.

```
16
Properties=species:S:1:pos:R:3:forces:R:3:nbo_charge:R:1
C -1.14215 -1.34938 0.35936 0.01 -0.02 0.01 -0.600
C -0.23312 -0.23501 -0.08934 -0.04 0.02 0.05 -0.060
C 0.72482 -0.44186 -1.23657 0.02 -0.03 -0.16 -0.419
C 1.24892 -0.12113 0.12872 0.10 0.01 0.08 -0.319
C 1.46309 1.36703 0.36259 -0.13 -0.19 0.17 -0.268
C -0.66437 1.20688 0.11977 -0.15 -0.11 0.06 -0.462
H -0.66210 -2.32235 0.20715 -0.06 0.15 0.02 0.216
H -2.07941 -1.34648 -0.21245 0.13 0.02 0.08 0.213
H -1.39251 -1.26049 1.42333 0.03 0.01 -0.15 0.208
H 0.80758 -1.46946 -1.58244 -0.01 0.16 0.08 0.217
H 0.81889 0.31120 -2.01773 0.00 -0.07 0.16 0.216
H 1.83527 -0.83686 0.70051 -0.09 0.10 -0.10 0.230
H 1.32513 1.55738 1.44349 0.10 -0.04 -0.13 0.141
H 0.31396 1.89776 -0.12865 0.02 0.07 -0.07 0.243
H -1.35994 1.62986 -0.61311 0.01 -0.06 0.05 0.223
H -1.00405 1.41292 1.13538 0.06 -0.01 -0.16 0.220
```
Positions in Å, forces in eV/Å.

HOMO	-7.8	eV
ΔE to the lowest compared entry with this formula, charge and spin	111.33	kcal/mol
multiplicity	1
charge	0

---

| no. | Kohn-Sham gap (Eh) |
| --- | --- |
| 1 | 0.318 |
| 2 | 0.310 |